Record 1
{
  "formula": "C5H13NO2P",
  "method": "wB97M-V/def2-TZVPD",
  "charge": 1,
  "multiplicity": 1,
  "symbols": ["C", "C", "C", "C", "C", "N", "O", "O", "P", "H", "H", "H", "H", "H", "H", "H", "H", "H", "H", "H", "H", "H"],
  "positions_angstrom": [[1.0538, 0.3431, -0.1915], [-0.3525, -0.7029, 1.8980], [-2.3830, 1.1359, -0.7710], [3.2816, -0.4572, -0.7404], [-0.2586, -0.0620, -0.0344], [-1.1950, 1.1316, 0.0464], [1.4522, 1.4185, 0.2448], [1.7973, -0.6131, -0.6743], [-0.7322, -1.5217, -1.1242], [0.5881, -1.3834, 2.0848], [-1.2851, -1.3198, 1.9511], [-0.4313, 0.3229, 2.3960], [-3.3335, 0.5961, -0.3641], [-2.7067, 2.1080, -0.8710], [-2.0451, 0.8488, -1.7503], [3.6854, -1.3832, -0.2023], [3.5239, 0.5654, -0.2272], [3.6602, -0.2832, -1.7794], [-0.4578, 1.8858, -0.1457], [-1.5154, 1.3192, 1.0004], [-0.3126, -2.2748, -0.0596], [-2.0337, -1.6742, -0.6861]],
  "forces_ev_per_angstrom": [[4.2, 2.0, 1.2], [1.0, 0.6, -2.4], [-1.6, -1.7, -0.7], [0.4, 1.6, 1.3], [-5.5, -2.8, 3.8], [2.1, 0.5, 1.1], [-0.5, 0.0, -0.8], [1.5, -0.6, -1.0], [0.4, 0.3, -0.6], [-1.8, 1.8, -0.3], [0.8, 0.8, -0.2], [0.5, -1.8, -0.3], [2.3, 0.3, -0.6], [-0.6, 2.4, -0.1], [-0.5, -0.6, -0.5], [-0.4, 1.6, -1.0], [-0.3, -2.2, -0.5], [-0.8, -0.8, 0.7], [-1.3, -0.2, 0.1], [0.6, -0.2, 0.1], [0.5, -1.1, 0.2], [-0.8, 0.2, 0.3]],
  "nbo_charge": [0.6751, -0.4988, -0.4326, -0.2924, -0.1909, -0.5451, -0.6093, -0.4925, 0.3964, 0.2561, 0.2268, 0.2104, 0.2564, 0.2381, 0.2314, 0.2295, 0.2350, 0.2280, 0.4759, 0.4356, -0.0014, -0.0314]
}

=====

Record 2
{
  "formula": "C50H70N7O5PSSi2Ti",
  "method": "wB97M-V/def2-TZVPD",
  "charge": 1,
  "multiplicity": 2,
  "symbols": ["Ti", "C", "C", "C", "C", "O", "Si", "S", "O", "C", "C", "C", "C", "O", "C", "C", "C", "C", "H", "H", "H", "H", "H", "H", "H", "H", "H", "H", "H", "H", "H", "H", "H", "H", "H", "H", "H", "H", "H", "H", "H", "H", "H", "H", "H", "N", "C", "N", "C", "N", "N", "C", "N", "C", "C", "C", "C", "C", "N", "H", "H", "H", "H", "H", "H", "H", "H", "O", "P", "C", "C", "C", "C", "C", "C", "C", "C", "C", "C", "C", "C", "C", "C", "C", "C", "C", "C", "H", "H", "H", "H", "H", "H", "H", "H", "H", "H", "H", "H", "H", "H", "H", "C", "N", "C", "C", "C", "O", "H", "H", "H", "H", "H", "H", "H", "H", "H", "C", "Si", "C", "C", "C", "C", "C", "C", "C", "H", "H", "H", "H", "H", "H", "H", "H", "H", "H", "H"],
  "positions_angstrom": [[-0.8602, 1.2810, -0.3292], [-3.2391, -4.3233, 0.4339], [-2.2384, -4.0701, -0.6959], [-2.9577, -3.8641, -2.0177], [-1.3079, -5.2758, -0.7986], [-1.4956, -2.8536, -0.4376], [-0.2032, -2.6763, 0.5401], [0.3728, -0.6103, 0.5061], [1.0211, -3.6931, 0.2204], [2.1296, -3.7322, -0.6905], [3.2266, -2.8082, -0.1670], [2.6091, -5.1768, -0.7203], [1.6987, -3.2607, -2.0750], [-0.6938, -3.0353, 2.0599], [-0.0096, -3.5556, 3.2114], [0.0619, -5.0749, 3.0852], [1.3915, -2.9590, 3.3418], [-0.8423, -3.1579, 4.4255], [-4.0160, -3.5614, 0.4482], [-2.7179, -4.3366, 1.3931], [-3.7166, -5.2923, 0.2820], [-3.6293, -4.7026, -2.2118], [-2.2384, -3.7895, -2.8314], [-3.5439, -2.9454, -1.9928], [-1.8697, -6.1438, -1.1443], [-0.8590, -5.5040, 0.1699], [-0.5123, -5.0778, -1.5142], [3.5386, -3.1020, 0.8364], [2.8203, -1.8006, -0.1159], [4.0935, -2.8268, -0.8284], [2.9069, -5.5004, 0.2779], [3.4670, -5.2667, -1.3878], [1.8152, -5.8340, -1.0772], [1.2528, -2.2666, -1.9935], [0.9536, -3.9278, -2.5067], [2.5584, -3.2169, -2.7445], [0.5725, -5.3374, 2.1585], [-0.9422, -5.5027, 3.0691], [0.6106, -5.5031, 3.9249], [2.0279, -3.3279, 2.5406], [1.8267, -3.2381, 4.3017], [1.3421, -1.8697, 3.2682], [-1.8889, -3.4301, 4.2787], [-0.7739, -2.0823, 4.5961], [-0.4708, -3.6729, 5.3119], [-2.8272, -0.5311, 1.7308], [-3.4642, -0.0436, 0.6618], [-4.7478, -0.3341, 0.5230], [-5.3848, 0.3264, -0.4422], [-6.6252, -0.0601, -0.7418], [-4.8775, 1.3878, -1.0863], [-3.6067, 1.6230, -0.8834], [-2.7807, 0.8168, -0.1536], [-3.0181, 2.8758, -1.3084], [-3.7207, 3.8552, -2.0031], [-3.1128, 5.0611, -2.2693], [-1.8250, 5.2746, -1.7869], [-1.1956, 4.2543, -1.1086], [-1.7441, 3.0597, -0.8933], [-1.8121, -0.5682, 1.6698], [-3.2652, -1.3279, 2.1680], [-7.0336, -0.8281, -0.2398], [-7.1627, 0.4792, -1.3972], [-4.7317, 3.6317, -2.3131], [-3.6137, 5.8358, -2.8331], [-1.3161, 6.2146, -1.9442], [-0.2046, 4.3773, -0.7041], [0.9816, 2.3702, -0.2562], [2.4531, 2.4424, 0.0955], [2.8109, 1.7301, 1.7172], [1.8966, 2.0191, 2.7267], [2.1744, 1.6613, 4.0351], [3.3634, 1.0142, 4.3404], [4.2709, 0.7157, 3.3351], [4.0058, 1.0861, 2.0251], [3.0625, 4.1474, 0.2440], [2.3976, 5.2415, -0.2940], [2.9290, 6.5178, -0.1731], [4.1425, 6.7048, 0.4682], [4.8290, 5.6131, 0.9832], [4.2923, 4.3418, 0.8744], [3.5664, 1.6887, -1.1008], [4.1877, 2.4685, -2.0726], [5.0292, 1.8713, -2.9974], [5.2666, 0.5052, -2.9367], [4.6620, -0.2684, -1.9564], [3.8051, 0.3193, -1.0413], [0.9775, 2.5286, 2.4686], [1.4717, 1.9037, 4.8222], [3.5944, 0.7523, 5.3647], [5.1964, 0.2079, 3.5722], [4.7286, 0.8746, 1.2482], [1.4737, 5.1024, -0.8346], [2.3940, 7.3628, -0.5864], [4.5616, 7.6977, 0.5632], [5.7841, 5.7533, 1.4714], [4.8359, 3.4965, 1.2753], [4.0042, 3.5350, -2.1117], [5.5004, 2.4750, -3.7615], [5.9293, 0.0436, -3.6570], [4.8525, -1.3326, -1.9090], [3.3035, -0.2725, -0.2871], [-0.8746, 0.6309, 4.1226], [-1.4600, 1.9662, 4.0570], [-2.0069, 2.4860, 5.3022], [-1.6080, 2.6019, 2.8871], [-2.2898, 3.9467, 2.9067], [-1.1793, 2.1404, 1.8203], [-0.1993, 0.5784, 4.9761], [-0.3119, 0.4257, 3.2148], [-1.6569, -0.1191, 4.2421], [-1.5143, 1.9829, 6.1303], [-3.0794, 2.2927, 5.3856], [-1.8313, 3.5550, 5.3986], [-3.3019, 3.8633, 3.3043], [-2.3365, 4.3161, 1.8856], [-1.7407, 4.6679, 3.5121], [-1.2401, 2.2695, -3.9563], [-0.6551, 0.7857, -2.8633], [1.1611, 0.6210, -3.4322], [-1.5765, -0.6002, -3.8128], [-0.9124, -1.6173, -4.4984], [-1.6016, -2.5306, -5.2852], [-2.9785, -2.4300, -5.4250], [-3.6585, -1.4154, -4.7659], [-2.9639, -0.5253, -3.9618], [-0.7986, 3.2191, -3.6396], [-2.3265, 2.3853, -3.9447], [-0.9446, 2.1000, -4.9936], [1.6903, 1.5568, -3.2501], [1.2255, 0.4129, -4.5028], [1.6882, -0.1680, -2.8960], [0.1665, -1.6878, -4.4341], [-1.0587, -3.3102, -5.8062], [-3.5171, -3.1358, -6.0444], [-4.7315, -1.3203, -4.8850], [-3.5123, 0.2619, -3.4494]],
  "forces_ev_per_angstrom": [[3.0, -0.5, 1.2], [0.2, 0.1, -0.1], [-0.2, -0.3, 0.0], [0.0, 0.1, 0.1], [0.0, 0.1, 0.0], [-0.1, -0.2, 0.0], [0.0, 0.7, 0.1], [0.1, -0.7, -0.1], [0.3, 0.0, 0.0], [0.2, 0.0, -0.1], [-0.3, -0.2, 0.2], [-0.1, 0.1, 0.0], [-0.2, 0.0, 0.2], [-0.1, 0.0, 0.2], [0.1, 0.0, 0.1], [0.0, 0.1, -0.1], [-0.2, 0.0, -0.2], [0.0, -0.1, -0.1], [-0.1, 0.2, 0.0], [-0.1, 0.0, 0.0], [0.0, 0.0, 0.0], [0.0, 0.0, 0.0], [0.0, 0.1, -0.1], [0.0, 0.0, 0.0], [0.0, 0.0, 0.0], [0.0, -0.1, -0.1], [0.0, 0.0, 0.0], [0.0, -0.1, 0.0], [0.0, -0.4, 0.1], [-0.1, -0.1, 0.1], [0.0, 0.0, 0.0], [0.0, 0.0, 0.0], [0.0, 0.0, 0.0], [0.0, 0.0, -0.1], [0.0, 0.0, 0.0], [0.0, 0.0, 0.0], [0.0, 0.0, 0.0], [0.0, 0.0, 0.0], [0.0, 0.0, 0.0], [0.1, 0.0, 0.0], [0.0, 0.0, 0.0], [0.0, 0.0, 0.0], [0.0, 0.0, 0.0], [0.0, 0.0, 0.0], [0.0, 0.0, 0.0], [0.2, -0.4, -0.2], [0.1, 0.1, 0.2], [-0.2, -0.1, -0.2], [0.0, -0.7, 0.5], [0.1, 0.2, -0.1], [0.3, 1.0, -0.5], [-0.7, -1.7, 0.7], [-2.4, 0.1, 0.2], [0.7, 1.4, -0.5], [-0.3, -0.7, 0.2], [0.5, 0.3, 0.1], [-0.5, 0.1, -0.2], [0.4, -0.1, 0.2], [-1.4, 1.4, -0.8], [0.1, 0.0, 0.1], [0.0, 0.0, 0.0], [0.0, 0.0, 0.0], [0.0, -0.1, 0.0], [0.0, 0.0, 0.0], [-0.1, 0.0, 0.0], [0.0, 0.0, 0.0], [0.0, -0.1, 0.0], [0.0, 0.3, 0.0], [0.4, -0.1, 0.1], [0.0, 0.1, -0.1], [0.1, 0.0, 0.0], [0.1, 0.1, 0.0], [0.0, 0.0, 0.0], [0.0, 0.0, 0.0], [-0.1, 0.0, 0.0], [-0.1, -0.1, 0.0], [-0.1, 0.0, 0.0], [0.0, 0.0, 0.0], [0.0, 0.0, 0.0], [0.0, 0.0, 0.0], [0.0, 0.0, 0.0], [-0.1, 0.1, 0.2], [-0.1, 0.0, 0.0], [0.0, 0.1, 0.0], [0.0, 0.0, 0.0], [0.0, -0.1, 0.0], [-0.1, 0.1, -0.1], [0.0, 0.0, 0.1], [0.1, 0.0, 0.0], [0.0, 0.0, 0.0], [0.0, 0.0, 0.0], [0.0, 0.0, 0.0], [0.0, 0.0, 0.0], [0.0, 0.0, 0.0], [0.0, 0.0, 0.0], [0.0, 0.0, 0.0], [0.0, 0.0, 0.0], [0.1, 0.0, 0.0], [0.0, 0.0, 0.0], [0.0, 0.0, 0.0], [0.0, 0.1, -0.1], [0.2, 0.3, -0.1], [-0.1, 0.0, -0.1], [0.1, -0.1, 0.0], [-0.1, 0.0, 0.0], [0.0, 0.2, 0.1], [-0.1, 0.0, -0.2], [0.0, -0.2, -0.2], [-0.1, -0.1, 0.0], [0.0, 0.0, 0.0], [0.0, 0.0, 0.0], [0.0, 0.0, 0.0], [0.0, 0.0, 0.0], [0.0, 0.0, 0.0], [0.0, 0.0, 0.0], [0.0, 0.0, 0.0], [0.0, 0.0, 0.0], [0.0, 0.0, 0.3], [0.2, 0.1, -1.4], [-0.2, -0.1, 0.2], [0.0, 0.1, 0.4], [0.0, 0.0, 0.1], [0.0, 0.0, -0.1], [0.1, 0.0, 0.0], [-0.1, -0.1, 0.0], [0.0, 0.0, 0.1], [0.0, 0.0, 0.0], [0.0, 0.0, -0.1], [0.0, -0.1, 0.0], [0.0, 0.1, 0.1], [-0.1, 0.0, 0.0], [0.1, 0.0, 0.0], [0.0, -0.1, 0.0], [0.0, 0.0, 0.0], [0.0, 0.0, 0.0], [0.0, 0.0, 0.0], [0.0, 0.0, -0.1]],
  "mulliken_charge": [0.0740, -1.4552, 1.7395, -1.6328, -1.2844, 1.1026, -2.0446, 0.2346, 0.6864, 1.9150, -1.4250, -2.0646, -1.3819, -0.0798, 1.8334, -1.6235, -1.2932, -1.4386, 0.2810, 0.0317, 0.4412, 0.4714, 0.2829, 0.1897, 0.6118, 0.2018, 0.0200, 0.3179, -0.0416, 0.5153, 0.3819, 0.3884, 0.3480, -0.0538, 0.4290, 0.7645, 0.0080, 0.3312, 0.5794, 0.0760, 0.6193, 0.0646, 0.2999, -0.0399, 0.4523, 0.5074, 0.1198, -0.7577, 0.0863, -0.3536, -0.7475, 0.0867, 1.1372, -0.4974, 0.0024, -1.1816, -0.2842, -1.1009, 1.4255, -1.1992, 0.4360, 0.2490, 0.2525, 0.6038, 0.4718, 0.5780, -0.0152, 0.1412, 1.2267, 1.0329, -0.4899, -0.4724, -0.8391, -1.0669, -0.3605, 0.6988, 0.0790, -0.8831, -0.5959, -0.7320, -0.8834, 0.6698, -1.0001, -0.9188, -0.8918, -0.5465, 0.5996, -0.0647, 0.6338, 0.4648, 0.4807, 0.6000, 0.3250, 0.4531, 0.4053, 0.4664, 0.3767, 0.5187, 0.4413, 0.4479, 0.2609, -0.2494, -1.9679, 0.6586, -1.1667, 0.6315, -1.9304, 0.1521, 0.8158, 0.1790, 0.7036, 0.3495, 0.3444, 0.3897, 0.4021, 0.1208, 0.5103, -1.4407, 1.5353, -0.5667, 0.3523, -0.2323, -0.7813, -0.5799, -0.7919, -0.1427, 0.3158, 0.3397, 0.5536, 0.3244, 0.5976, -0.1815, 0.1987, 0.4141, 0.3729, 0.4264, 0.1127]
}

=====

Record 3
{
  "formula": "C18H48AlN3O3P",
  "method": "wB97M-V/def2-TZVPD",
  "charge": -1,
  "multiplicity": 1,
  "symbols": ["C", "C", "O", "C", "O", "Al", "C", "C", "C", "O", "P", "N", "H", "H", "H", "H", "H", "H", "H", "H", "H", "H", "H", "H", "H", "H", "H", "H", "H", "H", "C", "C", "N", "C", "C", "C", "C", "H", "H", "H", "H", "H", "H", "H", "H", "H", "H", "H", "H", "H", "H", "H", "C", "C", "N", "C", "C", "C", "C", "H", "H", "H", "H", "H", "H", "H", "H", "H", "H", "H", "H", "H", "H", "H"],
  "positions_angstrom": [[-1.3008, -3.4135, -2.1419], [-0.1110, -4.3168, -1.8648], [0.0843, -5.1522, -3.0184], [1.1524, -3.5245, -1.5671], [0.9143, -2.5444, -0.6140], [2.2939, -1.6196, 0.0345], [2.1640, 0.3288, -0.4456], [0.8521, 0.7425, -1.0934], [-0.3520, 0.4229, -0.2331], [0.6536, 0.0927, -2.3621], [2.0841, -1.8233, 2.4175], [1.2872, -0.6021, 3.1327], [-2.0792, -3.5392, -1.3963], [-0.9954, -2.3717, -2.1505], [-1.7096, -3.6634, -3.1180], [-0.3180, -4.9600, -1.0064], [0.8507, -5.7011, -2.8463], [1.9282, -4.2314, -1.2362], [1.4973, -3.1084, -2.5244], [3.7213, -2.2608, -0.3924], [2.2540, 0.9003, 0.4824], [2.9868, 0.6486, -1.0908], [0.8686, 1.8252, -1.2807], [-0.6419, -0.6142, -0.3762], [-0.1034, 0.5633, 0.8177], [-1.1979, 1.0637, -0.4779], [1.2867, 0.4605, -2.9783], [1.4539, -3.0764, 2.6883], [3.3709, -2.0092, 2.9798], [1.8790, -0.2032, 3.8526], [-4.3906, -0.1882, 7.5187], [-3.6492, -0.2122, 6.1893], [-2.3981, -0.9369, 6.2479], [-1.5406, -0.7173, 5.0852], [-2.0382, -1.1972, 3.7213], [-2.4931, -2.3049, 6.7168], [-3.4243, -3.2652, 5.9606], [-3.7424, 0.1844, 8.3133], [-5.2597, 0.4680, 7.4463], [-4.7515, -1.1764, 7.8069], [-3.4058, 0.8150, 5.9045], [-4.3336, -0.5900, 5.4104], [-0.5679, -1.1702, 5.2795], [-1.3491, 0.3575, 5.0228], [-1.9780, -2.2816, 3.6259], [-1.3994, -0.7756, 2.9459], [-3.0686, -0.8911, 3.5228], [-2.8047, -2.2852, 7.7658], [-1.4802, -2.7139, 6.7216], [-4.3946, -2.8092, 5.7566], [-3.6027, -4.1581, 6.5649], [-3.0000, -3.5886, 5.0122], [-0.4770, 3.0947, -4.3588], [0.6695, 4.0906, -4.4173], [1.9659, 3.4487, -4.2986], [3.0545, 4.3676, -4.0400], [3.4113, 5.3926, -5.1264], [2.2321, 2.3841, -5.2479], [2.1643, 2.7218, -6.7445], [-0.3945, 2.4728, -3.4661], [-1.4323, 3.6203, -4.3269], [-0.4959, 2.4382, -5.2291], [0.5796, 4.7818, -3.5745], [0.5715, 4.7029, -5.3308], [3.9420, 3.7751, -3.8023], [2.8038, 4.9099, -3.1232], [3.9184, 4.9325, -5.9741], [4.0854, 6.1455, -4.7125], [2.5273, 5.9119, -5.4988], [1.5267, 1.5735, -5.0505], [3.2173, 1.9754, -5.0108], [1.2774, 3.3100, -6.9849], [2.1120, 1.7994, -7.3260], [3.0391, 3.2744, -7.0860]],
  "forces_ev_per_angstrom": [[0.1, 0.0, -0.2], [-0.1, 0.0, 0.1], [-0.1, 0.0, 0.0], [0.0, 0.0, -0.1], [0.4, -0.2, 0.3], [-0.2, 0.2, -0.6], [-0.2, -0.3, 0.2], [0.1, 0.2, 0.0], [0.0, 0.1, 0.1], [-0.3, 0.0, -0.1], [-0.7, 0.8, -0.1], [0.4, -0.2, -0.1], [-0.1, 0.0, 0.1], [0.0, 0.1, 0.0], [-0.1, -0.1, -0.1], [-0.1, 0.0, 0.1], [0.2, -0.1, 0.0], [0.1, -0.1, 0.0], [0.0, 0.1, -0.1], [0.0, -0.1, 0.0], [0.1, 0.1, 0.1], [0.2, 0.0, -0.1], [0.0, 0.1, -0.1], [0.0, -0.2, 0.0], [0.0, 0.0, 0.1], [-0.1, 0.0, -0.1], [0.3, 0.1, -0.1], [0.3, -0.2, 0.2], [0.0, -0.4, 0.1], [-0.2, 0.0, 0.2], [0.0, 0.0, 0.0], [-0.1, 0.0, 0.0], [0.0, 0.0, 0.0], [0.1, 0.1, -0.1], [0.0, 0.0, -0.1], [0.0, -0.1, 0.1], [0.0, 0.0, 0.0], [0.0, 0.0, 0.0], [0.0, 0.0, 0.0], [0.0, 0.0, 0.0], [0.0, 0.0, 0.0], [0.0, 0.0, 0.0], [0.0, 0.0, 0.0], [0.0, 0.0, 0.0], [0.0, 0.0, 0.0], [0.1, 0.0, 0.0], [0.0, 0.0, 0.0], [0.0, 0.0, 0.0], [0.0, 0.0, 0.0], [0.0, 0.0, 0.0], [0.0, 0.0, 0.0], [0.0, 0.0, 0.0], [0.0, 0.0, 0.1], [-0.1, 0.0, 0.0], [0.0, 0.0, -0.1], [0.1, 0.0, 0.1], [0.0, 0.0, 0.0], [0.0, -0.1, 0.0], [0.0, 0.0, 0.0], [0.0, -0.1, 0.0], [0.0, 0.0, 0.0], [0.0, 0.0, 0.0], [0.0, 0.0, 0.0], [0.0, 0.0, 0.0], [0.0, 0.0, 0.0], [0.0, 0.0, 0.0], [0.0, 0.0, 0.0], [0.0, 0.0, 0.0], [0.0, 0.0, 0.0], [0.0, 0.0, 0.0], [0.0, 0.0, 0.0], [0.0, 0.0, 0.0], [0.0, 0.0, 0.0], [0.0, 0.0, 0.0]],
  "mulliken_charge": [-0.8158, 0.5572, -0.5865, -0.7430, -0.1705, 0.0274, -1.0853, 0.5603, -1.5579, -0.5503, 0.1991, -0.5969, 0.1948, -0.0600, 0.3782, 0.1850, 0.2994, 0.3552, 0.2183, -0.4195, 0.4758, 0.4787, 0.4047, 0.1994, 0.3668, 0.4430, 0.1573, -0.0387, -0.0205, 0.1300, -1.4260, -0.3009, 0.1438, -0.7789, -0.4904, -0.7105, -0.9546, 0.3310, 0.4373, 0.2819, 0.4492, 0.2547, 0.3357, 0.3112, 0.1431, -0.0097, 0.3235, 0.3868, 0.3506, 0.2370, 0.3711, 0.2804, -1.0880, -0.4942, 0.3728, -0.7282, -1.0225, -0.6377, -1.1998, 0.1175, 0.4565, 0.2738, 0.4384, 0.2562, 0.3534, 0.4239, 0.2241, 0.4124, 0.2659, 0.1568, 0.5167, 0.2512, 0.4202, 0.2781]
}

=====

E for the records above, in order: -20259.630; -132656.656; -45944.442 eV